The following is a DFT calculation (the ωB97M-V functional and the def2-TZVPD basis) of a structure of composition C23H42Cl3CuN2O4Si.

```
76
C23H42Cl3CuN2O4Si, DFT the ωB97M-V functional and the def2-TZVPD basis
C -1.51600 -1.26444 -3.91110
C -0.17948 -0.75546 -4.33523
H -2.29264 -0.72984 -4.47610
H -1.66665 -1.10189 -2.83231
H -1.67086 -2.34703 -4.10575
C 0.04669 -0.22282 -5.54874
C -0.95883 -0.05777 -6.64586
H 1.06772 0.04749 -5.82876
H -1.89278 0.44059 -6.32471
H -1.22237 -1.01407 -7.13284
H -0.47814 0.60597 -7.39067
Cu -1.49177 -1.66507 2.22036
Cl -0.74046 -3.60302 3.53682
Cl -1.07366 -2.57655 0.20185
C 1.15485 -1.21679 3.12464
O 0.11784 -0.50060 3.04894
N 2.38610 -0.72100 3.13809
C 2.61805 0.72617 3.07573
C 3.56141 -1.55145 2.88843
H 1.01592 -2.32959 3.14070
H 1.85828 1.22505 3.68223
H 2.52965 1.12850 2.04118
H 3.61843 0.88504 3.47749
H 3.31726 -2.59364 3.13562
H 4.35148 -1.19415 3.54250
H 3.87629 -1.52936 1.82822
H -5.49852 0.70431 1.31203
H -2.91619 1.05819 0.37792
C -5.37700 1.74401 1.64863
C -3.06397 2.04411 0.82984
N -3.97777 2.00200 1.94423
H -5.97469 1.86208 2.56650
C -3.50783 2.16205 3.21453
O -2.33012 2.12232 3.54908
H -2.11025 2.43586 1.18517
H -4.35382 2.33343 3.93579
H -5.72603 2.43631 0.87092
H -3.46353 2.71330 0.06797
O 0.50713 -0.17047 -2.11329
C 0.92108 -0.85122 -3.29039
C 2.55994 0.89587 -4.09436
C 2.29508 -0.43483 -3.80387
H 1.79357 1.64767 -3.85426
C 3.73871 1.25745 -4.76754
H 0.95515 -1.91564 -3.04322
C 3.27058 -1.42249 -4.05984
H 3.86892 2.30991 -5.04122
C 4.63002 0.26543 -5.16613
C 4.42934 -1.06898 -4.78999
H 3.04495 -2.44386 -3.73984
H 5.46435 0.54478 -5.82027
H 5.09753 -1.86525 -5.12509
Si 1.29295 0.69867 -0.88824
Cl -3.55663 -0.91514 1.61116
C 1.45573 2.51180 -1.36655
C 2.96222 -0.06328 -0.54271
C 0.14627 0.62605 0.55816
H 2.18178 2.67055 -2.18008
H 1.79230 3.09291 -0.48948
H 0.48332 2.89750 -1.72595
H -0.91676 0.52614 0.27248
H 0.23975 1.45112 1.26706
H 0.37932 -0.28644 1.10507
H 3.64693 0.00611 -1.40191
H 2.86461 -1.13472 -0.30741
H 3.44203 0.48350 0.28746
C -2.43963 -0.00110 6.41402
C -2.52433 -0.93808 5.20727
C -3.11337 -2.30551 5.39795
O -2.13565 -0.56002 4.09200
H -2.79524 -0.45167 7.35511
H -2.98844 0.93668 6.23446
H -1.37556 0.27060 6.52773
H -4.04704 -2.42194 4.82586
H -2.37811 -3.00287 4.94098
H -3.22942 -2.54143 6.46154
```

Properties
Charge   -1
Energy above the lowest of the compared OMol25 structures with the same formula, charge and spin   115.5 kJ/mol
Multiplicity   2
Kohn-Sham gap (spin up / spin down)   7.86 / 7.77 eV
⟨S²⟩   0.75

***

The following is a DFT calculation (the ωB97M-V functional and the def2-TZVPD basis) of a structure of composition C23H42Cl3HfN8S3Si.

```
81
C23H42Cl3HfN8S3Si, DFT the ωB97M-V functional and the def2-TZVPD basis
Hf -0.10465 0.14052 0.63665
C 3.47132 -3.94953 -1.87436
C 2.95030 -4.94266 -0.88256
S 2.33143 -4.31197 0.72575
C 0.59115 -4.80118 0.76803
C -0.45352 -4.18249 -0.19930
S -0.28928 -2.44443 -0.67850
C -0.20944 -2.52127 -2.51465
C 1.02190 -3.23903 -3.08905
S 2.50387 -2.53263 -2.35134
H 4.34500 -3.42665 -1.48575
H 3.75604 -4.55023 -2.74706
H 2.13992 -5.52424 -1.31710
H 3.76983 -5.65178 -0.65188
H 0.50298 -5.87864 0.57331
H 0.22858 -4.61057 1.77597
H -0.55689 -4.73339 -1.14182
H -1.38643 -4.21747 0.33387
H -1.15446 -2.95067 -2.91889
H -0.23014 -1.47223 -2.74367
H 1.00105 -4.28798 -2.90984
H 0.92765 -3.03645 -4.15013
C -1.86477 5.42213 2.09137
N -1.81454 4.24866 1.16253
C -2.64765 4.32189 -0.04582
C -1.07909 3.18678 1.45204
N -0.90029 2.18960 0.54868
N -0.53760 3.06968 2.72658
C 0.31101 2.10507 3.22187
N 0.78440 2.31586 4.42663
N 0.66677 1.09285 2.47973
H -2.82647 5.35640 2.66169
H -1.81160 6.36057 1.49911
H -0.97538 5.50877 2.72857
H -3.39843 5.10445 0.00226
H -3.19466 3.40688 -0.24846
H -2.06320 4.60047 -0.93879
H -1.30875 2.38636 -0.34447
H -0.83073 3.82323 3.38565
H 0.69521 3.13129 4.99325
H 1.34189 1.57370 4.85739
H 1.42775 0.55170 2.88326
C 2.06168 2.77395 -3.72313
N 2.51368 1.84833 -2.66421
C 2.42048 2.43933 -1.27619
C 1.78688 0.52614 -2.72440
C 0.29324 0.67461 -2.77310
C -0.32627 0.68792 -4.03482
C -1.70616 0.59098 -4.14484
C -2.43980 0.44147 -2.99526
C -1.83350 0.41264 -1.73461
C -0.42829 0.53483 -1.58469
H 2.71549 3.69515 -3.66188
H 1.00213 2.99280 -3.55429
H 2.16945 2.29250 -4.69999
H 3.51013 1.67459 -2.83608
H 1.34967 2.63869 -1.12897
H 3.00591 3.41155 -1.24160
H 2.87524 1.73035 -0.55629
H 2.11638 -0.01385 -1.83326
H 2.18660 0.04175 -3.63926
H 0.20685 0.76873 -4.95445
H -2.25387 0.71256 -5.10987
H -3.51917 0.45534 -3.10182
H -2.51125 0.40413 -0.86318
C -3.48879 0.68589 2.81701
C -2.62615 -0.49961 2.88083
N -1.54167 -0.86522 2.16581
C -1.19788 -2.15933 2.59739
C -2.03807 -2.50144 3.59901
N -2.92111 -1.45979 3.75115
H -3.58082 1.04557 3.86751
H -4.48230 0.47338 2.39121
H -3.01991 1.47381 2.22101
H -0.31959 -2.63380 2.23451
H -2.07005 -3.39822 4.20811
H -3.69409 -1.37265 4.41754
Cl 3.38944 -3.68048 4.93126
Si 2.04171 -2.28673 4.39003
Cl 2.16587 -0.68664 0.74335
Cl 3.05774 -0.50057 4.91971
```

Properties
Charge   +3
Energy above the lowest of the compared OMol25 structures with the same formula, charge and spin   57.9 kJ/mol
Kohn-Sham gap   7.22 eV

***

What is the charge in the first record?
-1

***

Which of these has the lowest energy above the lowest of the compared OMol25 structures with the same formula, charge and spin?
C23H42Cl3HfN8S3Si

***

Which of these has the highest charge?
C23H42Cl3HfN8S3Si

***

Which of these has the lowest energy above the lowest of the compared OMol25 structures with the same formula, charge and spin?
C23H42Cl3HfN8S3Si